## A
{
  "formula": "C4H7NO2S",
  "method": "wB97M-V/def2-TZVPD",
  "symbols": ["C", "H", "O", "H", "H", "C", "H", "H", "S", "O", "N", "H", "H", "C", "C"],
  "coordinates": [[1.48313, -1.42950, 0.99827], [-2.78767, 1.79726, 0.34048], [-1.12721, 0.84995, 0.84027], [-1.10383, 3.35524, -0.39858], [1.07581, -2.35539, 1.46884], [-1.24011, 2.47648, -1.03433], [-0.26440, 2.18907, -1.34223], [-1.77275, 2.75624, -1.91049], [1.33919, -1.34949, -0.83721], [0.67568, -0.31037, 1.41814], [-0.17979, -0.54879, -0.66563], [2.51423, -1.23148, 1.35919], [-2.29629, 0.50431, -0.91696], [-1.95126, 1.37255, -0.22994], [-0.27865, -0.06929, 0.49720]],
  "multiplicity": 1,
  "smiles": "CCOC1=NSCO1",
  "homo_ev": -8.288,
  "orbital_gap_ha": 0.33625,
  "mol_weight_da": 133.2
}



## B
{
  "formula": "C4H7NO2S",
  "method": "wB97M-V/def2-TZVPD",
  "symbols": ["H", "H", "C", "O", "O", "S", "H", "H", "N", "C", "H", "C", "H", "C", "H"],
  "coordinates": [[-1.18403, -1.42131, 2.03215], [0.03660, -0.13479, 2.45832], [-1.51991, 1.33002, 1.00353], [0.58762, 1.64563, -0.75261], [-0.09853, -0.36447, -2.04054], [0.25852, 0.14626, -0.71697], [1.23074, -2.22683, 1.67285], [-1.82043, 0.97790, 2.16938], [-0.85685, 0.07050, 0.50874], [1.15871, -1.17498, -0.14663], [-2.50355, 1.78823, 0.38184], [0.78891, -1.51502, 1.06495], [2.04013, -1.36769, -0.62986], [-0.31815, -0.77303, 1.59800], [-0.50785, 2.09952, 1.05171]],
  "multiplicity": 1,
  "smiles": "CN1CC=CS1(=O)=O",
  "homo_ev": -9.742,
  "orbital_gap_ha": 0.37134,
  "mol_weight_da": 133.2
}



Each structure's energy above the most stable one, in kcal/mol: A 0.0; B 64.9.